(1)
Here is a molecular structure, C22H24N5NiO2S2 from the OMol25 dataset. Energies are from ωB97M-V/def2-TZVPD.

Properties
Gap between HOMO and LUMO (spin up / spin down)   6.1259 / 6.0744 eV
Energy relative to the best compared isomer or geometry (same formula, charge and spin)   0.00 kJ/mol
Maximum force   0.00623 hartree/bohr
E_HOMO (spin up / spin down)   -3.330 / -3.279 eV
Electronic energy   -97465.1977 eV
E_LUMO (spin up / spin down)   0.1027 / 0.1027 Ha

```
! wB97M-V def2-TZVPD RIJCOSX def2/J DEFGRID3
* xyz -1 1
Ni -0.462 0.961 0.321
S -2.454 1.980 0.162
S 0.114 0.277 2.625
O 1.342 3.053 1.003
O -0.003 3.530 -0.710
N -3.017 -0.659 -0.156
N 0.592 -2.686 0.832
N -1.652 -0.830 -0.138
N 1.408 0.279 -0.127
N -4.793 0.686 0.062
C 1.835 0.342 -1.370
C -3.433 0.570 0.028
C 3.634 -0.268 0.636
C 1.747 -0.078 2.246
C 0.417 2.692 0.317
C 2.674 -3.364 -0.138
C 0.835 0.635 -2.449
C 1.845 -3.118 0.945
C 0.647 4.794 -0.771
C -5.557 1.905 0.139
C -6.440 1.948 1.380
C 3.192 0.130 -1.694
C 2.161 -3.170 -1.412
C 2.265 -0.012 0.898
C 4.507 -0.635 1.681
C 4.075 -0.166 -0.702
C 4.004 -0.736 2.954
C -2.282 -3.042 -0.978
C 0.859 -2.726 -1.541
C -1.298 -2.008 -0.499
C 2.660 -0.465 3.229
C 0.117 -2.461 -0.389
H 0.156 1.433 -2.144
H -4.851 2.733 0.156
H -1.759 -3.903 -1.392
H -2.965 -2.619 -1.714
H 0.060 5.406 -1.453
H 5.551 -0.824 1.461
H 3.692 -3.693 0.020
H 1.667 4.693 -1.150
H 4.658 -1.023 3.771
H -2.896 -3.371 -0.136
H 1.336 0.920 -3.375
H 0.416 -2.554 -2.515
H 2.773 -3.350 -2.287
H 5.124 -0.337 -0.922
H 2.296 -0.542 4.245
H -7.027 2.869 1.405
H -6.171 2.023 -0.762
H -7.133 1.104 1.398
H -5.824 1.901 2.278
H 0.694 5.258 0.214
H 3.506 0.207 -2.727
H 2.209 -3.250 1.958
H 0.227 -0.253 -2.644
H -5.278 -0.187 -0.067
*
```



(2)
Here is a molecular structure, C22H24N5Pd from the OMol25 dataset. Energies are from ωB97M-V/def2-TZVPD.

Properties
Gap between HOMO and LUMO (spin up / spin down)   7.9128 / 6.5137 eV
Maximum force   0.00892 hartree/bohr
E_HOMO (spin up / spin down)   -10.784 / -11.419 eV
Electronic energy   -34126.5521 eV
E_LUMO (spin up / spin down)   -0.1055 / -0.1803 Ha

```
! wB97M-V def2-TZVPD RIJCOSX def2/J DEFGRID3
* xyz 1 3
Pd 0.720 -0.689 -0.606
N -1.169 -6.921 1.410
N -0.400 0.040 -2.520
N -0.682 -2.328 0.193
N 0.584 1.364 -0.304
N 2.230 -0.235 1.155
C -0.601 -3.647 0.329
C -1.214 2.209 -3.370
C 2.612 -1.414 1.935
C -0.764 4.247 -2.179
C -1.623 -1.673 0.890
C 3.437 0.471 0.682
C 0.550 1.557 1.044
C -0.130 3.531 -1.184
C -1.298 -5.786 1.295
C -1.628 -0.662 -2.903
C -0.041 2.130 -1.256
C -0.330 2.442 1.700
C 0.371 1.606 3.838
C -0.414 2.463 3.077
C -1.446 -4.368 1.169
C 0.707 -0.284 -3.444
C -2.422 -3.685 1.888
C -1.325 3.588 -3.265
C -0.563 1.473 -2.396
C 1.243 0.717 3.215
C 1.351 0.677 1.840
C -2.509 -2.311 1.739
H 0.340 4.044 -0.356
H -0.986 3.067 1.112
H -1.107 3.137 3.561
H 0.155 -4.157 -0.255
H -0.819 5.325 -2.110
H 1.719 -1.939 2.273
H 0.478 0.037 -4.468
H 3.233 -1.164 2.802
H 3.190 -2.075 1.293
H 4.003 0.866 1.533
H -1.831 4.149 -4.039
H -2.454 -0.312 -2.287
H 1.836 0.053 3.829
H -1.666 -0.600 0.753
H 3.162 1.297 0.032
H 0.304 1.619 4.917
H -1.628 1.709 -4.237
H 0.865 -1.362 -3.452
H -1.491 -1.730 -2.736
H 1.616 0.220 -3.120
H -1.883 -0.512 -3.957
H -3.096 -4.225 2.539
H 4.069 -0.220 0.127
H -3.252 -1.739 2.276
*
```



(3)
Here is 2 unconnected molecules or ions with the total composition C22H25 from the OMol25 dataset. Energies are from ωB97M-V/def2-TZVPD.

Properties
Gap between HOMO and LUMO   5.5436 eV
Energy relative to the best compared isomer or geometry (same formula, charge and spin)   37.98 kJ/mol
Maximum force   0.03799 hartree/bohr
E_HOMO   -10.993 eV
Electronic energy   -23211.6560 eV
E_LUMO   -0.2003 Ha

```
! wB97M-V def2-TZVPD RIJCOSX def2/J DEFGRID3
* xyz 1 1
C -4.637 -2.828 3.784
C -0.919 -8.824 0.289
C -4.048 -1.671 1.627
C -7.198 -4.976 -2.843
C -5.864 -4.429 -0.917
C -2.067 -6.860 1.097
C -2.497 -7.672 -1.143
C -2.698 -2.039 1.780
C -1.731 -1.791 0.634
C -3.764 -5.635 -0.328
C -6.432 -6.135 -3.011
C -2.312 -2.929 2.811
C -1.602 -8.717 -0.918
C -6.388 -1.556 2.423
C -5.132 -5.636 -1.042
C -4.989 -2.029 2.563
C -2.879 -6.857 -0.052
C -6.889 -4.118 -1.795
C -3.217 -3.318 3.775
C -2.753 -4.174 4.912
C -1.089 -7.815 1.261
C -5.434 -6.504 -2.102
H -5.560 -3.686 -0.162
H -2.860 -7.446 -2.152
H -4.814 -2.212 4.698
H -6.582 -6.724 -3.910
H -1.374 -9.414 -1.739
H -6.397 -0.465 2.256
H -2.488 -5.199 4.599
H -4.877 -7.431 -2.255
H -1.847 -3.735 5.374
H -7.388 -3.145 -1.708
H -6.919 -2.007 1.580
H -3.145 -5.117 -1.108
H -2.185 -6.067 1.856
H -1.013 -2.607 0.519
H -1.169 -0.859 0.785
H -4.273 -1.190 0.654
H -3.874 -5.052 0.649
H -0.147 -9.567 0.400
H -3.504 -4.250 5.706
H -1.289 -3.352 2.692
H -0.414 -7.769 2.116
H -7.898 -4.676 -3.612
H -5.343 -3.674 3.924
H -2.248 -1.726 -0.328
H -6.978 -1.732 3.323
*
```



(4)
Here is a molecular structure, C22H25BBaF4NO from the OMol25 dataset. Energies are from ωB97M-V/def2-TZVPD.

Properties
Gap between HOMO and LUMO   5.2027 eV
Energy relative to the best compared isomer or geometry (same formula, charge and spin)   1349.62 kJ/mol
Maximum force   0.24101 hartree/bohr
E_HOMO   -3.168 eV
Electronic energy   -38991.8849 eV
E_LUMO   0.0748 Ha

```
! wB97M-V def2-TZVPD RIJCOSX def2/J DEFGRID3
* xyz -1 1
Ba 0.000 0.000 0.000
F 0.936 0.960 4.003
F -1.298 0.471 3.914
F 0.000 0.000 2.000
F 0.324 -1.301 4.031
O -0.291 0.562 -2.019
N -1.226 1.502 -3.801
C 1.844 0.049 1.543
C 1.445 1.370 1.299
C 1.672 1.646 -0.068
C 2.233 0.493 -0.660
C -2.087 -1.110 0.492
C -1.644 -1.613 -0.745
C -1.144 -1.436 1.484
C -0.235 2.524 -4.061
C -1.652 -2.184 -3.188
C 2.302 2.641 -3.883
C 3.558 2.146 -4.208
C -0.114 -2.173 0.860
C -0.407 -2.265 -0.516
C -3.772 -2.117 -1.887
C 3.683 1.025 -5.013
C -1.315 0.704 -2.720
C 1.290 0.897 -5.181
C -2.386 -1.483 -2.048
C -2.592 0.004 -2.404
C 2.329 -0.496 0.330
C 1.158 2.023 -4.370
C 2.542 0.399 -5.499
B 0.000 0.000 3.410
H 2.629 -0.476 -6.130
H -1.755 1.160 -4.588
H -1.707 -3.266 -3.078
H 4.663 0.641 -5.265
H -1.202 -1.162 2.523
H 1.760 -0.472 2.482
H -0.601 -1.905 -3.227
H -4.259 -2.238 -2.856
H 0.404 0.406 -5.569
H 0.982 2.036 2.004
H -3.022 0.531 -1.551
H -3.687 -3.098 -1.425
H -4.416 -1.506 -1.259
H 0.749 -2.590 1.348
H -3.303 0.089 -3.221
H 0.203 -2.754 -1.256
H -2.105 -1.926 -4.145
H 2.685 -1.501 0.182
H -0.201 3.214 -3.218
H 2.480 0.371 -1.701
H 1.402 2.556 -0.574
H -0.608 3.110 -4.900
H 2.241 3.524 -3.262
H 4.436 2.651 -3.829
H -2.958 -0.503 0.651
*
```